Record 1
C44H38Cl2NP2SiSn as an isolated structure, computed with ωB97M-V/def2-TZVPD.

The geometry in XYZ format:
```
89
Properties=species:S:1:pos:R:3:forces:R:3
Sn 0.4244 0.8958 -0.1944 0.046 0.144 -0.071
C 1.5790 1.1112 3.5326 0.064 0.023 -0.020
Si 0.3012 0.4019 2.3667 -0.120 0.003 0.072
C 0.2925 -1.4866 2.5292 -0.046 -0.041 -0.046
C 0.7174 -2.1375 3.6914 0.005 0.069 -0.019
C 0.5875 -3.5102 3.8342 0.008 -0.009 0.017
C 0.0112 -4.2692 2.8226 -0.010 -0.022 -0.004
C -0.4134 -3.6527 1.6585 0.013 0.043 0.010
C -0.2490 -2.2749 1.5043 0.046 -0.052 0.096
P -0.7985 -1.4641 -0.0168 -0.061 -0.091 -0.124
C -2.5708 -1.8677 -0.0912 0.018 -0.011 0.029
C -3.1464 -2.5394 -1.1652 -0.016 0.058 -0.025
C -4.4912 -2.8860 -1.1258 -0.001 -0.003 0.007
C -5.2570 -2.5850 -0.0101 0.013 -0.006 0.018
C -4.6810 -1.9296 1.0710 -0.010 -0.016 0.003
C -3.3472 -1.5631 1.0283 0.026 -0.061 0.003
C -0.0150 -2.2702 -1.4293 -0.008 0.063 -0.046
C -0.2914 -1.6457 -2.7463 0.078 -0.029 0.048
C 0.4097 -2.2154 -3.9507 0.011 0.008 -0.015
C 1.3046 -3.3632 -3.7273 -0.002 -0.019 -0.019
C 1.6020 -3.7716 -2.4902 -0.020 0.016 0.035
C 0.9505 -3.1959 -1.3209 -0.030 -0.065 0.000
C -1.4119 1.0069 2.9562 -0.028 0.075 -0.104
C -1.7990 0.7755 4.2803 0.007 -0.003 -0.002
C -2.9800 1.2903 4.7911 0.000 -0.012 -0.015
C -3.7978 2.0817 3.9921 -0.007 -0.002 0.002
C -3.4442 2.3247 2.6765 -0.014 0.015 0.014
C -2.2767 1.7675 2.1509 0.038 -0.127 0.026
P -1.8377 2.0459 0.4103 -0.065 0.045 0.109
C -1.7059 3.8454 0.2479 0.047 0.001 -0.009
C -2.5339 4.5962 -0.5789 0.023 -0.006 0.022
C -2.3547 5.9712 -0.6668 -0.016 -0.004 -0.003
C -1.3538 6.5932 0.0628 0.003 -0.001 0.006
C -0.5239 5.8445 0.8897 0.002 0.014 0.006
C -0.6975 4.4747 0.9811 -0.042 -0.018 -0.023
C -3.1733 1.5240 -0.6923 -0.020 -0.022 -0.009
C -2.8578 1.4327 -2.0510 0.008 0.010 -0.015
C -3.8218 1.0330 -2.9633 0.028 0.009 0.028
C -5.0987 0.7039 -2.5268 0.014 -0.011 0.016
C -5.4090 0.7744 -1.1769 -0.004 0.020 -0.057
C -4.4520 1.1871 -0.2609 -0.020 0.016 0.017
H 1.3733 0.8554 4.5755 -0.001 0.005 -0.036
H 1.6004 2.2009 3.4588 0.002 -0.029 0.015
H 2.5722 0.7365 3.2737 -0.020 0.017 0.027
H 1.1563 -1.5614 4.4990 -0.010 -0.030 -0.016
H 0.9267 -3.9929 4.7421 -0.003 0.009 -0.008
H -0.1063 -5.3384 2.9426 0.005 0.014 0.000
H -0.8712 -4.2388 0.8694 0.000 0.004 0.005
H -2.5510 -2.8185 -2.0252 -0.006 -0.004 0.012
H -4.9344 -3.4096 -1.9631 0.012 0.004 0.005
H -6.3003 -2.8713 0.0232 0.008 -0.001 -0.001
H -5.2717 -1.7067 1.9510 0.012 0.001 -0.015
H -2.9008 -1.0608 1.8788 0.004 0.014 0.028
H -1.2641 -1.1851 -2.8914 -0.016 0.013 -0.022
H -0.0933 -2.1682 -4.9086 -0.021 0.011 -0.004
H 1.6960 -3.8833 -4.5931 -0.007 0.013 0.019
H 2.2774 -4.6033 -2.3371 -0.006 0.010 0.008
H 1.2244 -3.5826 -0.3469 0.009 -0.005 -0.042
H -1.1610 0.1806 4.9267 -0.022 0.024 -0.001
H -3.2586 1.0903 5.8179 0.009 0.008 -0.006
H -4.7057 2.5109 4.3954 0.010 -0.007 0.005
H -4.0731 2.9570 2.0590 0.034 0.003 0.030
H -3.3168 4.1142 -1.1502 -0.002 0.002 -0.014
H -3.0025 6.5565 -1.3064 0.007 -0.010 0.004
H -1.2193 7.6646 -0.0090 0.002 -0.013 0.000
H 0.2556 6.3307 1.4618 -0.011 -0.010 -0.009
H -0.0575 3.8893 1.6345 0.015 0.022 0.001
H -1.8581 1.6760 -2.4034 -0.027 0.008 0.006
H -3.5704 0.9766 -4.0138 0.009 0.004 -0.023
H -5.8490 0.3858 -3.2392 0.003 0.003 0.007
H -6.3998 0.5072 -0.8326 0.016 -0.001 -0.001
H -4.7047 1.2245 0.7907 0.012 -0.015 -0.060
N 0.8351 -0.9357 -3.3742 -0.064 0.064 0.050
C 0.4850 0.2646 -4.0863 0.016 -0.052 0.002
C 1.3276 1.3534 -3.8993 0.009 0.018 -0.003
C 1.0546 2.5644 -4.5176 -0.009 -0.003 -0.018
C -0.0572 2.6955 -5.3393 0.014 -0.007 -0.002
C -0.8906 1.6049 -5.5406 -0.019 0.003 0.026
C -0.6281 0.3943 -4.9119 -0.005 -0.004 0.017
H 2.1938 1.2341 -3.2616 -0.006 -0.003 0.013
H 1.7170 3.4069 -4.3642 -0.005 -0.016 0.005
H -0.2649 3.6373 -5.8303 0.001 -0.018 0.008
H -1.7485 1.6923 -6.1959 0.004 0.001 0.014
H -1.2980 -0.4411 -5.0786 -0.004 -0.005 -0.009
Cl 4.0932 1.2317 -0.7018 0.022 -0.059 0.047
C 4.3136 -0.5081 -0.4769 -0.013 0.014 -0.031
Cl 3.0648 -1.2306 0.5639 0.090 0.028 0.033
H 5.2705 -0.6717 0.0010 0.026 -0.005 0.002
H 4.2579 -0.9867 -1.4462 -0.032 -0.021 -0.026
```
Forces are in eV/Å.

Calculated values
Total energy: -105061.798 eV
Orbital gap: 0.294 hartree
Maximum force: 0.17 eV/Å
Charge: +1
Energy relative to the best compared isomer or geometry (same formula, charge and spin): 0.898 eV
E_LUMO: -2.32 eV
E_HOMO: -10.309 eV

=====

Record 2
C44H38HfN12S as an isolated structure, computed with ωB97M-V/def2-TZVPD.

The geometry in XYZ format:
```
96
Properties=species:S:1:pos:R:3:forces:R:3
Hf -0.1928 0.4373 0.8545 -0.998 -0.827 -0.135
C 4.5023 -5.1091 0.2166 0.084 0.013 0.060
C 3.3539 -4.1730 0.4159 -0.262 0.099 0.017
C 2.2982 -4.5127 1.2600 0.098 0.124 -0.128
C 1.2527 -3.6461 1.4550 -0.008 0.361 -0.091
C 1.1492 -2.4039 0.7955 0.936 -0.783 -0.280
N 0.0819 -1.5644 1.0828 0.377 -0.380 -0.055
C -1.0488 -2.1894 1.6445 -0.627 -0.315 0.791
C -1.7514 -3.1830 0.9521 0.024 0.324 0.010
C -2.8185 -3.8458 1.5218 0.126 0.090 0.046
C -3.2225 -3.5776 2.8293 0.238 0.123 -0.075
C -4.3668 -4.3138 3.4457 -0.094 -0.005 0.050
C -2.5498 -2.5812 3.5243 0.109 0.115 -0.135
C -1.4957 -1.8771 2.9428 -0.042 -0.786 -0.618
N -0.9332 -0.7819 3.6423 0.115 -0.239 0.418
C -0.6860 -0.6734 4.9558 0.184 0.357 0.049
C -0.3387 0.6390 5.2109 -0.105 -0.108 -0.215
C -0.4174 1.2743 3.9769 -0.196 -0.143 0.208
N -0.7792 0.4068 3.0261 -0.020 0.233 0.358
C 2.2126 -2.0643 -0.0722 -0.334 -0.860 0.723
C 3.2964 -2.9428 -0.2119 -0.148 0.097 0.076
N 2.2383 -0.8767 -0.8380 0.058 0.290 -0.347
C 3.0184 -0.6464 -1.9098 -0.068 0.614 -0.165
C 2.7684 0.6380 -2.3523 0.144 -0.333 0.280
C 1.7999 1.1297 -1.4935 0.203 -0.324 0.060
N 1.4776 0.2021 -0.5795 0.626 0.385 -0.461
H 4.1427 -6.1319 0.1223 0.045 -0.046 -0.060
H 5.0722 -4.8498 -0.6713 0.075 -0.051 -0.052
H 5.1736 -5.0780 1.0746 0.074 -0.018 0.019
H 2.3044 -5.4603 1.7754 0.019 -0.127 0.088
H 0.4711 -3.9146 2.1473 -0.055 -0.099 0.040
H -1.4319 -3.4238 -0.0505 0.067 -0.025 -0.124
H -3.3412 -4.5977 0.9504 -0.042 -0.098 -0.067
H -4.5454 -5.2500 2.9259 -0.035 -0.095 0.006
H -4.1763 -4.5256 4.4937 -0.012 -0.053 0.108
H -5.2815 -3.7244 3.3908 -0.074 0.036 0.006
H -2.8690 -2.3268 4.5237 -0.054 0.104 0.142
H -0.7518 -1.5077 5.6245 -0.090 -0.250 0.025
H -0.0715 1.0649 6.1548 0.031 0.107 0.194
H -0.2433 2.3093 3.7457 0.079 0.104 -0.136
H 4.1410 -2.6589 -0.8183 0.054 0.073 -0.118
H 3.6879 -1.3765 -2.3141 0.019 -0.195 0.031
H 3.2289 1.1362 -3.1780 0.112 0.134 -0.200
H 1.3221 2.0922 -1.5182 -0.091 0.047 0.095
C -4.6000 -0.4181 0.6562 0.247 0.104 0.017
C -4.9708 0.1973 -0.5370 0.232 0.202 0.075
C -4.1482 1.1749 -1.0430 0.129 -0.102 0.307
C -2.9144 1.4523 -0.4214 -0.831 -0.334 0.365
N -2.4998 0.7653 0.6780 -0.040 0.368 -0.838
C -3.3869 -0.0880 1.2160 -0.522 -0.334 0.401
N -2.2427 2.5204 -0.9187 0.723 0.959 -0.278
C -1.1565 3.0269 -0.4394 -1.235 -0.131 -0.617
N -0.2839 2.4804 0.4763 0.323 0.859 -0.108
C 0.7201 3.3974 0.7094 1.037 0.445 0.804
N 1.7639 3.2833 1.4502 -0.646 1.133 -0.838
C 2.2359 2.2342 2.1604 0.430 -0.697 0.555
C 3.3088 2.5467 3.0186 -0.208 -0.287 -0.146
C 3.9447 1.5540 3.7218 -0.194 -0.172 -0.073
C 3.4846 0.2460 3.5773 -0.147 0.105 -0.165
C 2.4075 0.0093 2.7491 0.143 -0.474 0.232
N 1.7708 0.9643 2.0488 -0.033 0.726 -0.007
C 0.4399 4.6248 -0.0436 -0.671 0.101 -0.602
C 1.0530 5.8634 -0.0751 -0.010 -0.089 0.036
C 0.5067 6.8315 -0.9124 0.126 -0.073 0.121
C -0.6153 6.5683 -1.6888 -0.127 -0.175 -0.053
C -1.2472 5.3315 -1.6400 0.027 -0.183 0.049
C -0.7062 4.3672 -0.8091 0.774 0.438 0.311
H -5.2432 -1.1336 1.1413 -0.012 -0.050 0.109
H -5.9023 -0.0520 -1.0192 -0.118 0.010 -0.065
H -4.4308 1.7624 -1.9039 0.083 0.037 -0.007
H -3.1236 -0.5009 2.1761 0.019 -0.098 -0.128
H 3.6045 3.5786 3.0853 0.073 0.137 -0.072
H 4.7875 1.7747 4.3585 0.039 0.051 0.085
H 3.9529 -0.5715 4.1009 -0.004 -0.113 0.000
H 2.0343 -1.0033 2.6319 -0.004 0.133 0.031
H 1.9081 6.0715 0.5479 0.132 0.026 0.019
H 0.9547 7.8118 -0.9560 0.071 0.085 0.007
H -1.0130 7.3389 -2.3316 -0.014 0.085 -0.021
H -2.1332 5.1222 -2.2171 -0.134 0.017 -0.067
C -1.8108 2.0493 -6.1363 -0.121 0.163 -0.058
C -1.0027 1.0451 -5.4019 0.268 -0.159 -0.131
C 0.0650 0.3662 -5.9379 -0.051 -0.054 0.279
C 0.7714 -0.5354 -5.1176 -0.452 0.473 -0.316
N 0.4353 -0.7234 -3.8531 0.118 -0.362 0.125
C -0.6168 -0.1050 -3.3451 -0.098 0.375 -0.023
S -1.2044 -0.4307 -1.7991 -0.584 -0.434 0.563
N -1.3247 0.7901 -4.1135 0.365 -0.236 -0.121
C 1.9180 -1.3138 -5.6394 0.100 -0.114 -0.116
H -1.6036 2.0121 -7.2018 0.004 -0.023 0.000
H -1.5693 3.0513 -5.7779 0.013 0.033 0.015
H -2.8763 1.8895 -5.9780 -0.058 -0.031 -0.011
H 0.3502 0.5158 -6.9652 -0.024 0.053 -0.109
H -2.1266 1.2430 -3.6853 0.140 -0.057 0.054
H 1.9447 -1.2976 -6.7232 0.074 -0.017 -0.105
H 1.8605 -2.3393 -5.2858 -0.024 -0.077 0.034
H 2.8479 -0.8936 -5.2613 0.129 0.085 0.039
```
Forces are in eV/Å.

Calculated values
Total energy: -76261.078 eV
Orbital gap: 0.245 hartree
Maximum force: 1.55 eV/Å
Charge: +2
Energy relative to the best compared isomer or geometry (same formula, charge and spin): 1.420 eV
E_LUMO: -5.67 eV
E_HOMO: -12.332 eV